No. 1
ORCA calculation (wB97M-V/def2-TZVPD) on a molecular structure, C8H10FN3.

XYZ file:
```
22
Properties=species:S:1:pos:R:3:forces:R:3
C -3.251204 -0.597456 0.049402 -1.7 -1.7 1.0
C -2.396730 0.462281 0.159747 -1.3 1.4 -0.5
C -1.313807 -1.411296 -0.186564 0.2 -0.7 -0.2
C -0.120239 -2.204431 -0.333016 1.6 4.2 0.7
C 1.059416 -1.562621 -0.190136 -0.2 -0.8 -0.4
C 1.390413 -0.155933 0.242935 -4.9 -0.8 0.7
C 1.084637 -0.097073 1.755764 3.2 0.7 0.7
C 0.485138 1.057472 -1.700470 -4.0 -1.7 -3.2
N -2.568153 -1.794464 -0.049184 0.5 0.8 -0.8
N -1.191808 -0.072741 -0.110358 4.2 1.7 -0.3
N 0.414186 0.809042 -0.350518 -3.3 -1.2 3.6
F 2.152997 -2.332380 -0.242678 0.9 -0.3 -0.2
H -4.350968 -0.761707 0.099725 1.0 1.1 0.2
H -2.598620 1.518832 0.372638 0.3 -0.6 -0.4
H -0.032784 -3.196477 -0.505431 -0.4 -3.0 -0.5
H 2.313235 0.270084 0.015822 1.9 0.0 -0.6
H 1.382703 -0.987990 2.329880 0.1 0.1 -0.6
H 0.065705 0.092692 1.996189 -0.7 0.4 -0.1
H 1.803239 0.709655 2.089902 -1.3 -0.5 0.3
H -0.412520 1.774094 -2.082695 2.0 -2.1 0.9
H 1.332793 1.535105 -1.995394 2.8 1.8 -0.1
H 0.596605 0.051472 -2.232661 -0.8 1.2 -0.2
```
Forces are in eV/Å.

Its total energy is -574.8221 Eh. The gap between HOMO and LUMO is 0.29814 hartree. As for the multiplicity: 1.

No. 2
ORCA calculation (wB97M-V/def2-TZVPD) on a single C8H10FNO molecule.

XYZ file:
```
21
Properties=species:S:1:pos:R:3:forces:R:3
C 3.165309 -0.774061 -0.118971 0.1 0.0 0.0
C 2.002009 -1.458809 -0.427777 0.0 0.1 0.1
C 3.100324 0.566068 0.225845 0.0 -0.1 0.0
C 0.780044 -0.816524 -0.382010 -0.2 0.1 0.0
C 1.883616 1.219953 0.281506 -0.3 0.2 0.0
C 0.715897 0.525530 -0.019334 0.7 -0.1 -0.5
C -2.887660 -0.783422 0.527567 0.2 0.3 -0.2
C -2.800056 0.484719 -0.310747 -0.5 -0.1 0.6
N -0.543462 1.107699 0.183048 -3.2 -0.5 -0.5
O -1.520476 0.682346 -0.865104 2.8 0.8 0.9
F -0.500936 2.511003 0.094106 0.3 -0.4 -0.4
H 4.117256 -1.281667 -0.146747 0.1 0.0 0.0
H 2.038874 -2.501607 -0.700172 0.0 -0.1 -0.1
H 4.005217 1.107934 0.454251 0.1 0.1 0.0
H -0.127137 -1.341696 -0.631125 -0.1 0.0 0.0
H 1.833534 2.261817 0.557002 0.0 0.0 0.0
H -2.612105 -1.648331 -0.072271 0.0 -0.1 0.0
H -2.209391 -0.718442 1.375933 0.0 0.0 0.1
H -3.899542 -0.919878 0.892627 -0.2 0.0 0.1
H -3.098309 1.361355 0.276243 0.0 -0.1 -0.1
H -3.443005 0.416008 -1.193866 0.0 0.1 0.1
```
Forces are in eV/Å.

Its total energy is -540.5744 Eh. The gap between HOMO and LUMO is 0.35966 hartree. As for the multiplicity: 1. Its SMILES is CCON(F)c1ccccc1.

No. 3
ORCA calculation (wB97M-V/def2-TZVPD) on a gas-phase ion, C8H10FO2 (charge -1).

XYZ file:
```
21
Properties=species:S:1:pos:R:3:forces:R:3
C -0.428907 -0.590574 -0.032142 -7.3 -0.3 -0.9
C -1.900451 -0.567142 -0.338820 6.9 -2.1 2.0
C -2.801567 0.646586 -0.442935 0.2 -0.8 -0.8
C 0.576365 -1.717824 0.010980 -2.2 1.6 -1.7
C 1.630388 -1.119434 -0.838886 2.8 0.7 0.9
C 1.731307 0.321225 -0.264404 0.9 -0.8 2.0
C 0.282609 0.695618 0.032397 -0.4 1.0 -0.2
C 0.016199 1.492484 1.293941 0.1 -0.2 1.1
O -3.444061 0.725452 -1.490957 -0.6 0.1 -0.8
O -2.737778 1.390709 0.527197 -0.4 1.2 1.1
F -2.478152 -1.815944 -0.388464 -0.1 0.6 -0.3
H 0.968496 -1.788011 0.996176 0.2 -0.9 1.0
H 0.236664 -2.560784 -0.540761 -0.5 -1.4 0.6
H 2.489624 -1.830224 -0.672930 0.1 1.3 -0.6
H 1.423766 -0.988149 -1.867912 -0.6 -0.6 -1.2
H 2.346874 0.239588 0.662038 -0.6 0.0 0.0
H 2.232933 1.126150 -0.742044 0.5 0.3 -1.3
H -0.109474 1.306415 -0.757306 0.0 0.5 -0.8
H 0.346645 0.794378 2.091060 -0.5 0.6 0.3
H -1.038066 1.875332 1.410737 1.2 -1.1 -0.2
H 0.656591 2.364154 1.353032 0.5 0.3 -0.1
```
Forces are in eV/Å.

Its total energy is -561.1754 Eh. Its net charge is -1. The gap between HOMO and LUMO is 0.27395 hartree. As for the multiplicity: 1. Its SMILES is C[C@H]1CCC/C1=C(\F)C(=O)[O-].

No. 4
ORCA calculation (wB97M-V/def2-TZVPD) on a molecular structure, C8H10LaN2S.

XYZ file:
```
22
Properties=species:S:1:pos:R:3:forces:R:3
C 2.236290 -0.068621 -0.388066 -0.2 -0.3 -0.4
C 1.556895 0.571215 -1.471370 0.1 -0.2 0.1
C 0.718752 -0.386138 -2.099175 0.2 0.1 0.4
C 0.832213 -1.611249 -1.387184 0.6 0.3 0.2
C 1.795284 -1.432694 -0.347625 0.2 0.1 -0.5
La -0.135040 -0.191406 1.017095 2.1 -2.8 -0.6
N 1.143047 -2.271187 2.623079 -0.8 1.9 0.2
C -0.950129 1.984787 1.035239 -1.3 1.6 0.3
C -0.802738 2.926164 -0.003171 -0.7 0.9 0.2
H 0.178490 -0.237484 -3.039982 0.0 0.0 0.6
H 1.726822 1.592678 -1.824605 -0.2 -0.4 0.3
H 0.336429 -2.545870 -1.656196 0.1 0.4 0.2
H 2.090681 -2.178158 0.393409 -0.1 0.3 -0.3
H 2.987535 0.393715 0.257825 -0.2 -0.2 -0.2
H 0.152840 3.411046 -0.198019 -0.2 -0.2 0.0
H -2.006054 1.766399 1.375633 0.9 0.3 -0.1
H 1.061369 -1.687732 3.501984 0.2 -0.7 -0.3
H -1.710983 3.473814 -0.282839 0.5 -0.2 -0.5
H -0.248044 2.073964 1.886883 0.1 0.2 0.5
S -2.188553 -1.786050 0.565132 -1.5 -1.2 -0.2
C -3.813306 -1.856227 0.160209 -2.6 0.0 -0.6
N -4.961799 -1.940965 -0.118255 2.9 0.2 0.7
```
Forces are in eV/Å.

Its total energy is -849.9984 Eh. Its net charge is -1. The gap between HOMO and LUMO (spin up / spin down) is 0.20069 / 0.25600 hartree. As for the multiplicity: 1.

No. 5
ORCA calculation (wB97M-V/def2-TZVPD) on a single C8H10N2 molecule.

XYZ file:
```
20
Properties=species:S:1:pos:R:3:forces:R:3
C -1.838448 -0.741755 -0.708139 -1.9 0.3 0.1
C 1.791183 1.086316 0.299361 0.3 0.6 -0.5
C 0.953207 0.618610 1.416757 -0.7 -1.3 -2.7
C 1.288525 1.335742 -0.909291 1.9 -0.1 -3.0
C -0.180801 -0.052564 1.196241 0.6 0.7 -1.8
C -0.007859 0.859262 -1.586425 1.1 -1.1 2.7
C -0.487910 -0.484786 -1.023714 1.4 2.0 2.6
C -1.208990 -0.539307 2.133204 2.5 -1.1 -1.4
N -2.940096 -0.839135 -0.347144 1.0 -0.2 -0.6
N 0.272663 -1.535313 -1.528500 -1.5 1.2 0.0
H 2.885096 1.321268 0.341298 -1.2 -0.1 0.8
H 1.332338 0.679657 2.370521 0.7 0.5 2.3
H 2.064757 1.742941 -1.701484 -1.6 -0.7 1.6
H -0.704386 1.624266 -1.560464 -1.8 1.4 0.2
H 0.204096 0.626693 -2.577564 0.5 -0.1 -1.9
H -2.120658 -0.203630 1.835260 -2.9 0.7 -1.3
H -1.144655 -0.126467 3.105751 0.8 -0.2 1.3
H -1.147847 -1.614112 1.938215 -0.6 -0.2 1.1
H 1.241838 -1.403602 -1.336532 0.6 -0.7 0.2
H -0.252053 -2.354085 -1.357351 0.8 -1.6 0.2
```
Forces are in eV/Å.

Its total energy is -420.1828 Eh. The gap between HOMO and LUMO (spin up / spin down) is 0.31877 / 0.31875 hartree. As for the multiplicity: 1.

No. 6
ORCA calculation (wB97M-V/def2-TZVPD) on a single C8H10N2O2 molecule.

XYZ file:
```
22
Properties=species:S:1:pos:R:3:forces:R:3
C -3.962659 -0.505660 -0.506861 -0.6 -1.5 -0.4
C -2.594420 -0.572096 -0.583874 0.3 -0.2 -1.7
C -3.266054 1.162896 0.545786 0.5 1.8 2.7
C 0.316259 0.563229 -0.016301 -0.3 -1.0 -1.0
C -0.882608 1.198516 0.012228 0.5 1.4 0.1
C 1.608634 1.257362 -0.217122 1.1 -1.1 2.5
C 0.331359 -0.973206 0.033043 1.4 2.5 0.5
C 2.913773 0.585439 0.197070 -0.2 -1.8 1.8
N -4.349174 0.544192 0.256186 -0.3 0.2 0.1
N -2.114113 0.540695 0.080445 -1.4 1.1 0.6
O 1.767300 2.437975 -0.338055 -1.4 2.7 -1.2
O -1.074120 2.570106 0.044800 0.0 -2.0 -0.3
H -4.810926 -1.140056 -0.828779 1.3 0.0 -0.2
H -1.888385 -1.048789 -1.265127 -0.7 -0.3 0.4
H -3.293105 1.949293 1.354685 0.6 -0.7 -1.5
H 0.388388 -1.389697 -0.927670 0.2 -0.8 -1.2
H -0.488013 -1.298271 0.548874 -2.4 -1.0 0.9
H 1.119106 -1.290130 0.678808 1.0 -0.3 0.0
H 3.062463 -0.397661 -0.204959 -0.1 -0.8 -0.3
H 2.902354 0.401748 1.366594 0.0 0.6 -2.3
H 3.804267 1.124168 -0.095724 -0.2 0.7 0.1
H -0.253701 2.961272 -0.273888 0.7 0.3 0.1
```
Forces are in eV/Å.

Its total energy is -570.7842 Eh. The gap between HOMO and LUMO is 0.33818 hartree. As for the multiplicity: 1. Its SMILES is CC(=O)/C(C)=C(\O)n1ccnc1.

No. 7
ORCA calculation (wB97M-V/def2-TZVPD) on a single C8H10N2O2 molecule.

XYZ file:
```
22
Properties=species:S:1:pos:R:3:forces:R:3
C -2.383439 -1.670748 -0.434263 -1.6 -2.8 -1.2
C -2.683163 -0.303537 -0.258236 0.5 1.2 0.0
C -1.043634 -1.833487 -0.338688 -1.9 -3.2 0.1
C -1.468261 0.288192 0.008049 -1.3 1.4 -0.5
C 0.759448 -0.440382 0.100788 5.2 6.0 -2.1
C -0.981226 1.635359 0.376819 -1.9 0.4 0.8
C 0.414868 1.904272 -0.239677 -0.9 0.2 -1.0
C 2.891845 -1.338811 0.072156 2.6 -1.0 1.2
N 1.354631 0.800916 -0.057818 -2.6 -4.1 1.2
N -0.534625 -0.646267 -0.098438 1.3 -0.5 1.1
O 1.001343 3.090249 0.256962 -0.4 -0.2 0.0
O 1.511631 -1.523518 0.073764 -0.9 -1.0 0.2
H -2.993920 -2.594909 -0.716461 0.4 1.9 0.6
H -3.559341 0.301209 -0.439932 -0.3 -0.5 0.3
H -0.535625 -2.767320 -0.190663 0.4 0.1 -0.5
H -1.881672 2.273774 0.178478 1.4 0.4 -0.6
H -1.043102 1.674185 1.485119 1.0 0.0 -0.2
H 0.210645 2.022274 -1.380189 0.7 0.2 1.7
H 3.108468 -0.533850 0.745275 0.3 0.6 0.3
H 3.354134 -1.083430 -0.893225 -0.7 -0.2 0.1
H 3.442185 -2.255299 0.523880 -1.4 1.2 -1.0
H 1.058814 3.001138 1.226306 0.0 0.0 -0.6
```
Forces are in eV/Å.

Its total energy is -570.7639 Eh. The gap between HOMO and LUMO is 0.34042 hartree. As for the multiplicity: 1. Its SMILES is COC1=N[C@H](O)Cc2cccn21.

No. 8
ORCA calculation (wB97M-V/def2-TZVPD) on 2 unconnected molecules or ions with the total composition C8H10N2O4P.

XYZ file:
```
25
Properties=species:S:1:pos:R:3:forces:R:3
C 2.939991 1.705130 0.196661 -2.5 -3.0 -1.3
C 3.447272 0.430102 -0.158193 -3.2 1.0 0.3
C 1.531013 1.873786 0.157724 0.4 1.2 0.0
C 2.493371 -0.538156 -0.505140 2.8 -1.9 -1.0
C 0.742437 0.787057 -0.164643 -3.5 0.9 0.2
C -3.866994 -0.403689 -0.054015 1.1 -0.7 1.4
C -2.036988 -1.336664 1.327656 2.3 2.6 0.7
C -2.310941 -0.442850 0.090183 -1.9 0.1 -0.2
N 1.220294 -0.411380 -0.537243 -2.6 1.3 0.7
N -1.779619 -0.997235 -1.127010 -0.9 -1.4 0.1
O -4.292731 0.485877 -0.896056 -3.2 -0.5 -0.8
O -2.117621 2.038267 -1.269332 -0.5 0.0 -1.0
O -4.624414 -1.088487 0.594411 0.2 0.1 -0.6
O -2.066628 2.176440 1.301041 0.2 -0.1 0.2
P -1.824358 1.439926 0.045579 3.1 -1.8 1.6
H 3.526050 2.519715 0.322170 2.0 2.3 0.6
H 4.427360 0.164748 -0.327079 2.2 -0.1 0.1
H 0.985637 2.894790 0.247004 1.3 -1.8 0.2
H 2.755560 -1.551889 -0.912751 0.7 1.0 0.6
H -1.671133 -2.283956 1.077909 0.2 -1.5 -1.0
H -2.808078 -1.481135 2.085644 -0.1 0.7 -0.4
H -1.107867 -0.878876 1.777470 -0.9 -0.3 0.2
H -0.804342 -0.978234 -1.214160 1.7 0.1 0.4
H -3.700992 1.183595 -1.111330 1.7 1.3 -0.8
H -2.143065 -0.705929 -2.005629 -0.7 0.7 -0.2
```
Forces are in eV/Å.

Its total energy is -1062.7329 Eh. Its net charge is -1. The gap between HOMO and LUMO (spin up / spin down) is 0.28486 / 0.28488 hartree. As for the multiplicity: 1.

> multiplicity of number 1 (C8H10FN3)?

1